1.
C4H8O3 in the gas phase at a distorted geometry, computed with ωB97M-V with the def2-TZVPD basis set.

Cartesian coordinates (Å):
1 C -2.7348 -0.0737 -0.0904
2 O -1.4275 0.0178 0.3348
3 C -0.4746 0.3764 -0.5118
4 O -0.6907 0.8883 -1.5979
5 C 0.6551 -0.2043 0.4779
6 C 1.9715 0.0864 -0.0967
7 O 2.9775 -0.3632 0.7690
8 H -2.7905 -0.8754 -0.8318
9 H -3.2692 -0.3179 0.8246
10 H -3.0113 0.8929 -0.4926
11 H 0.5152 0.2308 1.4875
12 H 0.4954 -1.2883 0.6651
13 H 1.9741 -0.4152 -1.0728
14 H 1.9725 1.1729 -0.2503
15 H 3.8089 -0.1470 0.3390

Properties
Relative energy (zero: lowest compared OMol25 entry of this formula, charge and spin): 49.3 kcal per mole
Lowest unoccupied orbital energy: 0.789 eV
SMILES: COC(=O)CCO
Electronic energy: -382.8863 hartree



2.
A molecular structure, C56H64N9O20Sr at a distorted geometry, computed with ωB97M-V with the def2-TZVPD basis set.

Cartesian coordinates (Å):
1 N -3.9182 -1.3882 1.1127
2 H -4.4571 -1.2227 0.2747
3 H -3.8858 -2.3542 1.4059
4 H -4.1893 -0.8368 1.9143
5 H -3.0792 -0.8260 1.1040
6 Sr -1.4564 1.4415 3.1476
7 C -5.4820 -0.9016 4.2457
8 C -4.2597 0.0452 4.3433
9 O -3.9172 0.6873 3.1789
10 H -6.3639 -0.4964 3.7494
11 H -5.8112 -1.3496 5.1833
12 H -5.1169 -1.7391 3.6511
13 H -3.3697 -0.4621 4.7156
14 H -4.5007 0.6786 5.1970
15 C 0.2063 0.0255 -0.8998
16 C -0.4692 -0.8248 0.1897
17 O -1.3280 -0.0362 0.9314
18 H 0.9027 -0.6483 -1.3989
19 H 0.6913 0.9142 -0.4959
20 H -0.5547 0.3727 -1.5987
21 H 0.3078 -1.2005 0.8554
22 H -0.9852 -1.6273 -0.3374
23 C 2.1677 4.4579 2.6926
24 C 1.9765 3.0018 2.9049
25 O 0.8314 2.6549 3.5811
26 H 2.1520 5.1316 3.5493
27 H 1.5687 4.7138 1.8186
28 H 3.1848 4.5411 2.3096
29 H 2.8076 2.6233 3.4999
30 H 2.1753 2.4654 1.9771
31 C -0.5715 -2.1094 4.4739
32 C 0.2158 -1.0218 5.1956
33 O -0.3447 0.2060 5.0694
34 H -0.7878 -1.8701 3.4328
35 H -1.5209 -2.2153 4.9988
36 H -0.0792 -3.0771 4.3773
37 H 1.2929 -1.0819 5.0392
38 H 0.2327 -1.1932 6.2719
39 C 0.8308 -4.7372 -3.6715
40 C -0.2654 -5.5669 -3.3891
41 C -1.4656 -4.9714 -3.0664
42 C -1.5815 -3.5523 -2.9360
43 C -0.4787 -2.7694 -3.2085
44 C 0.7223 -3.3189 -3.5762
45 N -2.8213 -2.9552 -2.3592
46 O -3.7443 -3.7161 -2.0581
47 O -2.9446 -1.7427 -2.0782
48 H 1.7834 -5.1708 -3.9381
49 H -0.1458 -6.6377 -3.4635
50 H -2.3552 -5.4832 -2.7301
51 H -0.4947 -1.7098 -2.9998
52 H 1.5961 -2.7557 -3.8687
53 C 5.1716 1.1564 0.2502
54 C 6.4381 1.2477 -0.3876
55 C 7.6396 0.7704 0.1356
56 C 7.5455 0.1702 1.3286
57 C 6.3116 -0.0149 2.0314
58 C 5.1856 0.5175 1.4756
59 N 8.7733 -0.4229 1.9535
60 O 8.6708 -1.0223 2.9577
61 O 9.8981 -0.2834 1.4305
62 H 4.2821 1.4941 -0.2609
63 H 6.4881 1.7465 -1.3442
64 H 8.6359 0.8617 -0.2712
65 H 6.3936 -0.5791 2.9486
66 H 4.2387 0.4868 1.9940
67 C 0.2197 -5.8941 -0.1662
68 C -0.6684 -6.9803 0.0245
69 C -1.9427 -6.7044 0.5751
70 C -2.2440 -5.3924 0.9774
71 C -1.2798 -4.3517 0.8245
72 C -0.0527 -4.5591 0.2253
73 N -3.5247 -5.0943 1.6134
74 O -3.9029 -3.9024 1.6198
75 O -4.2793 -6.0018 1.9887
76 H 1.1547 -6.0311 -0.6890
77 H -0.5199 -7.9766 -0.3650
78 H -2.6827 -7.4801 0.7053
79 H -1.4885 -3.3489 1.1669
80 H 0.6639 -3.7549 0.3044
81 C -6.4316 -0.3873 -1.2331
82 C -7.2729 -0.8764 -0.2142
83 C -7.3919 -0.0962 0.9527
84 C -6.7794 1.1841 1.0883
85 C -5.8830 1.5576 0.0542
86 C -5.7242 0.7685 -1.0989
87 N -7.0204 1.9955 2.2755
88 O -8.0404 2.0150 2.9819
89 O -6.2151 2.8996 2.5721
90 H -6.2799 -0.9680 -2.1310
91 H -7.5930 -1.9052 -0.1403
92 H -8.0565 -0.4659 1.7195
93 H -5.1509 2.3515 0.0668
94 H -4.9754 0.8970 -1.8664
95 C -2.6786 2.2353 -3.5962
96 C -2.4145 0.9096 -3.9138
97 C -1.3879 0.5848 -4.8819
98 C -0.5961 1.5505 -5.4222
99 C -0.7516 2.8783 -5.0127
100 C -1.8588 3.1746 -4.1741
101 N 0.5181 1.1863 -6.3794
102 O 0.8509 0.0216 -6.5307
103 O 1.1044 2.0365 -7.0733
104 H -3.5888 2.5953 -3.1397
105 H -3.0678 0.0649 -3.7527
106 H -1.3614 -0.4517 -5.1843
107 H -0.0760 3.6260 -5.4013
108 H -1.8389 4.2272 -3.9331
109 C 3.9415 -2.9027 3.1605
110 C 3.3676 -2.2882 1.9528
111 C 3.2339 -3.0105 0.7371
112 C 3.6525 -4.3604 0.6324
113 C 4.0764 -4.9503 1.8129
114 C 4.3544 -4.1939 2.9541
115 N 3.6408 -5.0631 -0.7023
116 O 3.2071 -4.5409 -1.7006
117 O 4.0310 -6.1953 -0.6578
118 H 4.1248 -2.2444 3.9968
119 H 3.0502 -1.2562 1.9791
120 H 2.8129 -2.3550 -0.0109
121 H 4.3955 -5.9719 1.6680
122 H 4.7684 -4.7161 3.8040
123 C 0.5080 7.0162 -1.4449
124 C 0.1021 5.6699 -1.7825
125 C -0.7011 4.8920 -0.9925
126 C -1.1757 5.3418 0.3040
127 C -0.7831 6.7031 0.6048
128 C 0.0184 7.4950 -0.1987
129 N -1.8581 4.4138 1.2125
130 O -2.4760 4.9424 2.1786
131 O -1.7890 3.2254 1.0535
132 H 1.1763 7.6377 -2.0224
133 H 0.3735 5.1657 -2.6982
134 H -0.9024 3.8627 -1.2503
135 H -1.1402 7.1038 1.5420
136 H 0.0503 8.5029 0.1879
137 C 2.4136 2.6073 -2.4951
138 C 3.1117 3.0715 -3.6083
139 C 3.9928 4.1667 -3.5983
140 C 3.9074 5.0002 -2.4635
141 C 3.1515 4.5760 -1.2928
142 C 2.2971 3.4592 -1.4411
143 N 4.6259 6.3176 -2.3761
144 O 4.2669 7.0870 -1.5175
145 O 5.4789 6.6127 -3.2368
146 H 1.9859 1.6156 -2.4995
147 H 2.9667 2.3404 -4.3898
148 H 4.6299 4.2447 -4.4669
149 H 3.3176 5.1151 -0.3718
150 H 1.7296 3.2054 -0.5579

Properties
Charge: -1
Lowest unoccupied orbital energy: 0.164 eV
Electronic energy: -4199.7473 hartree



3.
9 unconnected molecules or ions with the total composition C18H54O12 at a distorted geometry, computed with ωB97M-V with the def2-TZVPD basis set.

Cartesian coordinates (Å):
1 O -28.8907 -23.8737 23.3821
2 H -28.4250 -24.6821 23.1678
3 H -28.6043 -23.6600 24.2701
4 O -27.9956 -26.3540 22.3596
5 H -28.3673 -27.1347 22.7702
6 H -27.5688 -26.6798 21.5672
7 C -25.0938 -29.1577 22.6291
8 C -23.6227 -29.3746 23.0722
9 O -23.2453 -28.4553 24.0057
10 O -25.9943 -29.3406 23.6606
11 H -25.4067 -29.9320 21.9286
12 H -25.1748 -28.1278 22.2816
13 H -22.9931 -29.3046 22.1852
14 H -23.4513 -30.3433 23.5416
15 H -23.8222 -28.6120 24.7569
16 H -25.9741 -28.5610 24.2204
17 C -27.6301 -24.8856 29.8854
18 C -26.1540 -24.5509 30.1819
19 O -25.5711 -23.8202 29.1503
20 O -28.4050 -23.7182 29.7835
21 H -28.0478 -25.5463 30.6452
22 H -27.6474 -25.4357 28.9446
23 H -25.6055 -25.4755 30.3620
24 H -26.0701 -23.9572 31.0921
25 H -26.2233 -23.1840 28.8479
26 H -29.0685 -23.6922 30.4768
27 C -27.6983 -21.5045 25.5684
28 C -28.8837 -20.6778 24.9958
29 O -29.1468 -20.9781 23.6555
30 O -28.0303 -22.8482 25.8065
31 H -27.4357 -21.0676 26.5319
32 H -26.8762 -21.3713 24.8651
33 H -28.6883 -19.6130 25.1228
34 H -29.8055 -20.8872 25.5385
35 H -29.2159 -21.9296 23.5489
36 H -27.6960 -23.1424 26.6570
37 C -25.0635 -30.9944 29.9386
38 C -25.3353 -29.5352 29.4960
39 C -24.5597 -28.4979 30.2526
40 O -25.1295 -29.4343 28.1033
41 H -24.9308 -30.9477 31.0195
42 H -24.1873 -31.3798 29.4173
43 H -25.8813 -31.6722 29.6939
44 H -26.3900 -29.3296 29.6787
45 H -24.4958 -27.4958 29.8285
46 H -23.5111 -28.7946 30.2725
47 H -24.9658 -28.4169 31.2609
48 H -24.4958 -30.1082 27.8467
49 C -25.1245 -25.9136 24.8686
50 C -25.7234 -26.6749 26.0385
51 C -27.2208 -26.7045 26.1840
52 O -25.3298 -28.0148 25.8443
53 H -25.2066 -24.8314 24.9697
54 H -25.5760 -26.0548 23.8866
55 H -24.0470 -26.0768 24.8869
56 H -25.3937 -26.3441 27.0233
57 H -27.5113 -27.0974 27.1583
58 H -27.6795 -27.4073 25.4884
59 H -27.6779 -25.7174 26.1151
60 H -25.4450 -28.3403 26.7401
61 C -20.6862 -25.3339 28.8876
62 C -22.0283 -24.6067 28.5633
63 C -22.6340 -25.2299 27.3506
64 O -22.9360 -24.7073 29.6613
65 H -20.1072 -25.8005 28.0907
66 H -20.8257 -26.2047 29.5282
67 H -20.0589 -24.7329 29.5459
68 H -21.7805 -23.5841 28.2790
69 H -23.0143 -26.2033 27.6602
70 H -22.0172 -25.2362 26.4519
71 H -23.4654 -24.5700 27.1030
72 H -23.7719 -24.4130 29.2921
73 C -31.0892 -26.3469 25.3461
74 C -30.8344 -25.8328 26.8042
75 C -31.1226 -24.3577 27.1652
76 O -31.5048 -26.5787 27.8182
77 H -30.1904 -26.8730 25.0246
78 H -31.3201 -25.5631 24.6246
79 H -31.9413 -27.0203 25.2540
80 H -29.7715 -25.9854 26.9915
81 H -32.1332 -24.0326 26.9182
82 H -30.4698 -23.7057 26.5849
83 H -30.8066 -24.1644 28.1904
84 H -31.2444 -26.2398 28.6778

Properties
Charge: +1
Relative energy (zero: lowest compared OMol25 entry of this formula, charge and spin): 0.0 kcal per mole
Lowest unoccupied orbital energy (alpha / beta): -2.687 / -8.923 eV
Expectation value of S²: 0.755
Electronic energy: -1620.6472 hartree
Multiplicity: 2



4.
A molecular structure, C8H8FO18Pb at a distorted geometry, computed with ωB97M-V with the def2-TZVPD basis set.

Cartesian coordinates (Å):
1 Pb 1.1102 -0.2441 1.4966
2 O -4.7692 -1.3181 -1.1732
3 C -3.6124 -1.9516 -0.9712
4 O -2.7883 -1.5189 -0.1885
5 O -3.3307 -3.0101 -1.5201
6 H -4.6885 -0.7164 -0.4295
7 O -0.5646 2.1464 6.6683
8 C -0.2955 1.6981 5.4612
9 O -0.4122 0.5093 5.1360
10 O 0.1692 2.3031 4.4937
11 H -0.6421 1.2362 6.9636
12 O 6.9194 0.7349 1.6883
13 C 5.6524 0.3062 1.6087
14 O 4.9533 0.0922 2.5623
15 O 5.1522 0.1683 0.5078
16 H 6.9085 1.0397 0.7781
17 O 4.2229 -2.8015 -2.8319
18 C 2.9633 -3.2437 -2.6866
19 O 2.1012 -2.4819 -2.1983
20 O 2.5967 -4.3639 -3.0434
21 H 4.2752 -2.0145 -2.2847
22 O -0.3747 -6.4517 3.2248
23 C 0.0782 -5.5813 2.3351
24 O 0.7703 -4.5620 2.6044
25 O -0.2043 -5.7729 1.1403
26 H 0.1881 -6.0938 3.9153
27 C -3.5630 3.8756 -3.6540
28 C -2.5819 5.0012 -3.7691
29 O -1.4946 4.6783 -2.9053
30 C -1.6091 3.4167 -2.4618
31 O -0.8535 2.8246 -1.6480
32 O -2.6832 2.8906 -3.0920
33 F -3.0774 6.1560 -3.2722
34 H -3.9233 3.7170 -4.6704
35 H -4.4138 4.1313 -3.0224
36 H -2.1789 5.2009 -4.7620

Properties
Charge: -3
Relative energy (zero: lowest compared OMol25 entry of this formula, charge and spin): 174.4 kcal per mole
Lowest unoccupied orbital energy: 2.848 eV
Electronic energy: -1956.4914 hartree



5.
C22H27FN2O2 in the gas phase, computed with ωB97M-V with the def2-TZVPD basis set.

Cartesian coordinates (Å):
1 O 3.7576 0.2833 -0.5811
2 C 2.3785 0.4979 -0.3773
3 C 1.7136 1.2000 -1.5862
4 O 0.6149 0.4951 -2.1071
5 C 0.8324 -0.6371 -2.8490
6 C 2.0738 -1.2186 -3.0737
7 C 2.1790 -2.3606 -3.8591
8 C 1.0459 -2.9193 -4.4068
9 C -0.2007 -2.3406 -4.1726
10 C -0.3184 -1.2073 -3.4030
11 H -1.2726 -0.7418 -3.2114
12 C -1.2773 -3.1135 -4.8763
13 H -1.5666 -2.5878 -5.7907
14 H -2.1714 -3.2408 -4.2664
15 C -0.5928 -4.4498 -5.2060
16 H -0.7669 -5.1548 -4.3916
17 H -0.9714 -4.8938 -6.1255
18 C 0.9081 -4.1274 -5.2866
19 H 1.1975 -3.8732 -6.3105
20 H 1.5315 -4.9600 -4.9602
21 H 3.1501 -2.8032 -4.0262
22 H 2.9684 -0.8095 -2.6332
23 H 2.4672 1.3723 -2.3669
24 H 1.2944 2.1573 -1.2664
25 C 2.1599 1.2813 0.9300
26 N 0.8086 1.7857 1.0640
27 C 0.6517 2.7766 2.1149
28 C 0.5966 2.1422 3.5152
29 N -0.4521 1.1489 3.6084
30 C -1.7126 1.4948 4.0555
31 C -2.6389 0.5179 4.4555
32 C -3.8849 0.8217 4.9568
33 C -4.2629 2.1448 5.1097
34 C -3.3690 3.1374 4.7525
35 C -2.1278 2.8216 4.2339
36 H -1.4716 3.6292 3.9518
37 H -3.6412 4.1761 4.8670
38 H -5.2346 2.3906 5.5071
39 H -4.5389 0.0119 5.2407
40 F -2.3137 -0.8019 4.3809
41 C -0.2786 0.1286 2.5891
42 C -0.2292 0.7759 1.1946
43 H -0.0919 0.0168 0.4266
44 H -1.1841 1.2781 1.0060
45 H -1.0893 -0.5933 2.6186
46 H 0.6573 -0.4021 2.7942
47 H 0.4639 2.8999 4.2870
48 H 1.5446 1.6281 3.7133
49 H 1.4713 3.4963 2.0583
50 H -0.2867 3.3045 1.9172
51 H 2.4884 0.6399 1.7635
52 H 2.8226 2.1554 0.9066
53 H 1.9581 -0.5087 -0.2880
54 H 4.2100 1.1349 -0.5972

Properties
Relative energy (zero: lowest compared OMol25 entry of this formula, charge and spin): 22.9 kcal per mole
Lowest unoccupied orbital energy: 0.694 eV
SMILES: O[C@H](COc1ccc2c(c1)CCC2)CN1CCN(c2ccccc2F)CC1
Electronic energy: -1214.3537 hartree